# 1
C57H48CeOP3Si | the ωB97M-V functional and the def2-TZVPD basis

The geometry in XYZ format:
```
111
Properties=species:S:1:pos:R:3:forces:R:3
Ce -0.06361 -0.96483 -1.57902 0.1 1.8 2.3
C -6.91728 1.59836 -0.18511 1.0 0.3 -0.5
C -6.10439 1.77353 0.95618 -1.3 -0.2 -0.9
C -4.83110 1.25841 0.96430 0.7 -0.1 0.4
C -4.29493 0.60825 -0.13971 -0.6 -0.8 -0.5
C -5.06956 0.44046 -1.29659 0.0 1.3 0.8
C -6.35194 0.98110 -1.32326 -0.5 -0.5 0.4
P -2.70273 -0.22175 0.02311 1.6 -0.8 -2.2
C -2.84166 -1.79536 -0.95438 -1.3 -0.4 -0.2
C -3.14941 -3.05330 -0.37307 1.0 0.0 -1.2
C -3.28632 -4.16810 -1.22081 0.1 1.3 0.2
C -3.21549 -4.00609 -2.60070 -0.3 -0.9 -0.6
C -3.00599 -2.78104 -3.20953 0.5 1.0 0.5
C -2.73986 -1.67188 -2.38260 -0.9 -0.6 1.1
C -2.61539 -0.80809 1.68266 -0.7 -0.4 1.1
C -3.77195 -1.35172 2.22211 -0.3 -0.6 1.8
C -3.77348 -1.75285 3.59042 0.5 0.0 -0.7
C -2.61124 -1.59980 4.36179 0.7 0.9 -0.2
C -1.40931 -1.15055 3.74212 -1.2 0.0 0.4
C -1.42179 -0.74768 2.41524 -0.6 0.0 -0.7
Si -0.05157 -0.11475 1.33104 0.9 -1.1 -0.8
C 1.28935 -1.47345 1.55933 1.0 0.0 0.5
C 1.13738 -2.49559 2.53132 1.0 -0.3 0.0
C 2.27653 -2.94422 3.25984 0.0 0.8 -1.4
C 3.54333 -2.33522 3.06686 -1.5 0.4 0.6
C 3.67671 -1.31886 2.11719 0.7 -1.2 -0.2
C 2.62909 -1.02791 1.26305 -0.8 -0.2 1.0
P 2.91758 -0.03672 -0.19882 -0.4 0.4 -0.9
C 3.72921 -1.19152 -1.37927 0.1 -1.3 0.5
C 3.38972 -1.14679 -2.74520 -0.1 0.4 1.0
C 4.02824 -1.91755 -3.69035 0.8 -0.5 -1.2
C 5.03400 -2.83512 -3.30367 0.3 0.4 -0.7
C 5.33461 -2.91228 -1.96280 -0.2 -0.1 1.4
C 4.63995 -2.17622 -0.96857 0.6 0.2 -1.2
C 4.28282 1.14585 0.23005 -0.2 -0.2 0.4
C 5.35647 1.40317 -0.60835 0.2 0.1 -0.5
C 6.41304 2.22230 -0.18900 -0.2 -0.2 0.5
C 6.38562 2.85687 1.06266 -1.0 -0.3 0.0
C 5.31214 2.55498 1.93698 0.0 1.1 -0.4
C 4.27718 1.72809 1.50432 0.2 -1.1 0.7
C 0.52676 1.43543 2.18759 0.0 1.9 -0.7
C 1.31313 1.59620 3.33576 0.0 -1.0 0.1
C 1.40097 2.80435 3.99243 -1.3 1.8 -0.4
C 0.64973 3.90748 3.50181 -0.1 -0.2 0.0
C -0.09085 3.83047 2.30917 1.2 -0.6 -0.1
C -0.08502 2.61217 1.60098 0.2 -0.5 1.4
P -1.20554 2.20501 0.22783 -0.1 0.5 0.5
C -2.16700 3.69169 -0.16179 0.1 -0.3 0.0
C -2.28371 4.17546 -1.46341 -0.1 1.0 0.4
C -3.03542 5.34255 -1.61305 -0.1 -0.2 -1.2
C -3.72154 5.98304 -0.60488 0.0 0.0 1.0
C -3.61714 5.47446 0.69295 0.2 -1.3 -0.5
C -2.89527 4.28657 0.88237 0.1 0.6 0.3
C -0.11424 1.98398 -1.23747 -0.8 0.4 0.6
C -0.70614 1.39049 -2.35814 -0.7 1.3 -0.8
C 0.04945 1.22235 -3.54494 -0.1 1.0 -0.3
C 1.29887 1.84745 -3.62777 0.8 -0.5 0.9
C 1.94457 2.36794 -2.45601 -1.1 0.0 -0.5
C 1.20891 2.44485 -1.26076 0.4 -0.4 -1.1
H -7.92090 2.02577 -0.26517 0.3 -0.3 0.3
H -6.50989 2.23643 1.84340 0.0 0.1 0.0
H -4.24169 1.29368 1.87617 -0.1 0.2 -0.1
H -4.63309 0.02468 -2.18352 -0.2 -0.4 -0.2
H -6.95013 0.77821 -2.21127 0.0 0.4 0.2
H -3.18284 -3.12526 0.70955 -0.2 -0.2 -0.2
H -3.52659 -5.13676 -0.83668 -0.1 -0.4 0.3
H -3.40137 -4.88913 -3.21917 0.1 0.3 0.1
H -3.05528 -2.62417 -4.28549 0.1 -0.3 0.2
H -2.72836 -0.64135 -2.75920 0.3 -0.4 -0.3
H -4.66587 -1.44907 1.60210 0.1 0.0 0.4
H -4.64192 -2.22114 4.05073 0.0 0.4 -0.2
H -2.63345 -1.66785 5.47103 0.0 -0.5 -1.0
H -0.48352 -1.06432 4.30142 -0.2 0.0 0.2
H 0.14273 -2.96367 2.73638 1.0 0.7 -0.1
H 2.14644 -3.75351 3.94596 0.1 -0.3 0.5
H 4.34844 -2.53120 3.75914 0.1 -0.3 -0.1
H 4.65359 -0.85133 1.94604 -0.4 -0.2 0.2
H 2.63148 -0.41624 -2.99865 0.1 0.2 -0.5
H 3.85892 -1.71017 -4.76135 -0.1 -0.4 0.7
H 5.68753 -3.43150 -4.00592 -1.2 0.9 0.6
H 6.16430 -3.52653 -1.62485 -0.2 -0.2 -0.1
H 4.91022 -2.32842 0.07335 -0.1 0.2 -0.2
H 5.38311 0.95056 -1.60717 0.2 0.1 0.4
H 7.30050 2.26902 -0.80361 -0.1 0.4 -0.2
H 7.13705 3.60223 1.33066 -0.1 -0.5 0.0
H 5.20648 3.06431 2.91877 0.3 -0.6 -0.7
H 3.59567 1.27709 2.24416 0.0 1.0 -0.4
H 1.80403 0.72472 3.79920 -0.2 0.3 -0.4
H 1.92955 2.96337 4.92415 0.1 -0.3 -0.1
H 0.57834 4.83966 4.07913 0.3 -0.5 -0.3
H -0.57395 4.71232 1.89037 0.0 -0.2 0.3
H -1.77937 3.76684 -2.35679 -0.2 0.2 0.8
H -3.09114 5.75238 -2.60610 -0.1 0.2 -0.3
H -4.34085 6.85821 -0.78804 0.3 -0.1 -0.1
H -4.12646 5.90296 1.53760 -0.1 0.2 0.1
H -2.83415 3.85648 1.89210 0.0 0.2 -0.5
H -1.81205 1.26083 -2.35221 1.0 -0.1 -0.1
H -0.39302 0.78375 -4.44655 0.0 0.3 0.3
H 1.82720 1.89089 -4.58482 -0.1 -0.2 0.4
H 2.98225 2.71883 -2.52505 -0.6 0.0 0.1
H 1.62374 2.84613 -0.34593 0.2 0.1 -0.1
C 1.96490 -4.96069 -2.35795 -1.4 -0.7 -0.5
C 0.84218 -4.28794 -1.61057 -0.9 1.6 0.3
C 0.11444 -5.15981 -0.57990 0.8 0.2 -0.8
O 0.48617 -3.06360 -1.83196 1.4 -5.1 0.3
H 1.89905 -4.75529 -3.42691 0.2 0.6 0.0
H 1.76885 -6.04844 -2.31153 0.5 0.5 0.4
H 2.95462 -4.70860 -1.99276 0.1 0.2 0.2
H -0.65285 -5.72622 -1.11281 0.2 -0.3 -0.5
H -0.51153 -4.62366 0.12861 0.6 0.3 0.4
H 0.85399 -5.90757 -0.18055 -0.9 0.9 0.0
```
Positions in Å, forces in eV/Å.

As for the LUMO energy (spin up / spin down): -0.2141 / -0.2133 Ha. For the HOMO energy (spin up / spin down), the calculation gives -11.28 / -11.25 eV. As for the frontier orbital gap (spin up / spin down): 5.45 / 5.45 eV. As for the spin multiplicity: 2. For the molar mass, the calculation gives 1010.13 g/mol. As for the total charge: +2. The expectation value of S² is 0.752.

# 2
C57H49AsFN4O3P2STi | the ωB97M-V functional and the def2-TZVPD basis

The geometry in XYZ format:
```
119
Properties=species:S:1:pos:R:3:forces:R:3
Ti -0.12378 -0.08716 -0.20055 -0.5 0.2 0.1
O -2.86199 -2.16939 -0.89397 -1.1 0.3 -1.7
C -1.93093 -2.38983 -0.19135 1.2 -0.3 3.1
N -0.59703 -2.06024 -0.39600 -1.2 -0.7 0.1
C 0.30045 -3.02310 0.09644 1.6 2.4 -1.2
C 0.03038 -4.33618 0.33158 0.4 -0.3 0.9
C 1.08072 -5.11648 0.79015 1.0 -0.1 0.5
C 2.38806 -4.57934 0.89048 -0.6 -2.5 0.0
C 2.69240 -3.30035 0.48379 0.5 0.3 0.0
C 1.65838 -2.51316 0.12067 -2.6 1.0 -0.4
N 1.70295 -1.16617 -0.32943 1.1 0.3 -0.7
C 2.82441 -0.62913 -0.91196 -0.7 0.6 0.2
O 4.02273 -0.90191 -0.80012 -0.8 -0.6 -0.2
C 2.47288 0.57270 -1.82652 -0.5 -0.8 0.6
C 3.44390 1.04332 -2.70184 0.9 -1.1 1.6
C 3.17141 2.18126 -3.37087 -1.4 0.6 -1.2
C 1.86121 2.71493 -3.38452 0.4 -0.9 1.1
C 0.92511 2.15647 -2.53624 1.1 -1.0 1.2
N 1.24543 1.08939 -1.72134 -0.1 0.4 -0.7
C -2.31856 -2.82643 1.30018 0.8 0.7 -0.4
C -3.51960 -3.49277 1.52871 0.4 0.1 -1.8
C -4.08979 -3.46776 2.77803 1.1 0.6 -0.1
C -3.40021 -2.74752 3.76161 1.8 -0.3 0.5
C -2.07441 -2.24372 3.51754 -0.9 -1.5 -2.2
N -1.54407 -2.31582 2.26639 -1.2 0.2 0.6
H -0.97879 -4.69159 0.36125 -0.3 -0.3 -0.3
H 0.84827 -6.14080 1.11994 0.4 0.5 -0.2
H 3.15228 -5.29072 1.20519 0.1 0.4 0.0
H 3.65164 -2.82095 0.39413 0.5 -0.5 0.4
H 4.41696 0.50708 -2.66525 -0.8 0.7 -0.3
H 3.91895 2.60245 -3.98724 0.6 0.5 -0.6
H 1.58199 3.55256 -3.97155 0.0 0.6 -0.4
H -0.03366 2.59492 -2.32224 -0.3 0.0 -0.4
H -3.91997 -3.97002 0.61077 -0.2 0.3 1.0
H -5.00077 -4.00468 2.93206 -0.4 0.0 0.5
H -3.73438 -2.80762 4.78259 -0.3 0.4 0.2
H -1.31276 -1.89632 4.20489 -0.7 0.2 0.7
O -0.20566 2.33078 0.35060 0.6 -0.6 -0.9
C 0.98763 2.94387 0.65191 0.8 0.1 1.1
C 1.25254 4.23262 0.20501 1.4 -0.7 1.2
C 2.41078 4.87844 0.66553 0.0 -0.2 -0.1
C 3.32986 4.20417 1.47873 -0.9 -1.2 0.4
C 2.98467 2.91468 1.95059 -0.4 0.1 -1.4
C 1.83630 2.21063 1.53430 -0.7 1.5 -0.4
P 1.05837 0.61634 2.15181 1.0 0.8 0.7
C 2.53201 -0.26089 2.85974 -0.8 -0.1 0.3
C 3.70420 -0.29363 2.13763 0.7 0.0 -0.3
C 4.75657 -1.16396 2.55053 -1.1 1.3 -3.0
C 4.54021 -1.99704 3.57930 -0.2 -0.5 1.4
C 3.34489 -1.99194 4.33994 0.9 -0.3 0.2
C 2.35364 -1.11667 3.98420 -1.1 0.4 -0.7
C 0.13706 1.35919 3.62671 1.5 0.0 -0.2
C -1.20318 1.11116 3.82288 -0.8 -0.2 -0.5
C -1.87716 1.70353 4.90510 0.5 -0.7 -0.1
C -1.16975 2.49328 5.80026 0.1 0.3 -0.3
C 0.19917 2.79750 5.60824 -1.6 -1.5 -0.8
C 0.84346 2.18110 4.53425 0.0 0.3 0.8
C -1.37418 3.01356 0.42229 -2.4 -1.0 -0.7
C -1.61260 3.93282 1.40857 0.4 0.9 0.2
C -2.83266 4.57614 1.49926 -0.1 0.2 2.0
C -3.91232 4.20442 0.73109 -1.7 0.9 -0.8
C -3.73117 3.22504 -0.21896 1.0 -1.1 -0.9
C -2.46749 2.56699 -0.37120 -0.5 1.7 0.6
P -2.43235 1.09313 -1.40412 1.1 -0.7 -0.5
C -2.44072 1.73297 -3.12747 -0.3 0.7 0.6
C -1.84153 1.00289 -4.12173 2.0 -0.3 -1.6
C -1.53083 1.58394 -5.40071 -1.5 0.2 2.3
C -1.87086 2.90704 -5.58905 0.3 0.3 -0.3
C -2.41005 3.69590 -4.55663 -0.1 -2.2 -0.2
C -2.76516 3.07864 -3.36148 0.4 0.2 -1.1
C -4.08984 0.48035 -1.04854 0.0 0.2 1.3
C -4.44049 0.23630 0.30065 -0.2 0.1 -0.2
C -5.71776 -0.21317 0.59627 1.2 0.2 -0.3
C -6.64348 -0.44187 -0.40763 -0.3 -1.2 0.2
C -6.27983 -0.30075 -1.71233 0.7 1.4 -1.1
C -5.01972 0.28102 -2.02049 -1.0 -1.1 -0.9
H 0.59954 4.73145 -0.46131 -0.7 0.4 -0.4
H 2.50217 5.91874 0.36957 0.5 -0.1 0.0
H 4.31187 4.52952 1.82259 -0.5 0.6 -0.3
H 3.69996 2.43483 2.56680 0.5 -0.5 0.7
H 3.79790 0.28638 1.19574 0.1 -0.4 1.0
H 5.56750 -1.33232 1.81016 -0.3 0.4 1.0
H 5.36060 -2.64940 3.75420 0.2 -0.9 0.7
H 3.25005 -2.68030 5.19341 -0.1 0.4 -0.5
H 1.33798 -1.13541 4.43344 0.9 0.0 0.0
H -1.71320 0.44954 3.09562 0.2 0.6 0.6
H -2.92067 1.42550 5.07227 0.3 0.3 0.0
H -1.71111 2.87781 6.65034 0.1 0.2 0.2
H 0.69719 3.40391 6.32840 0.5 0.3 0.3
H 1.92588 2.32106 4.53386 -0.2 -0.1 -0.7
H -0.82226 4.16798 2.11068 0.0 0.1 0.0
H -2.97497 5.24101 2.37756 0.1 -0.2 -0.9
H -4.92754 4.70850 0.80588 1.5 -0.7 0.1
H -4.53193 2.87495 -0.91409 0.5 0.5 1.0
H -1.32733 0.05491 -3.89676 -0.8 0.1 0.0
H -1.08761 1.02774 -6.18450 0.4 -0.6 -0.5
H -1.67989 3.33504 -6.57167 0.0 0.2 0.2
H -2.61567 4.70396 -4.76392 -0.3 1.2 0.0
H -3.25485 3.66226 -2.61943 -0.1 0.3 0.5
H -3.72452 0.43136 1.10324 -0.2 -0.3 -0.4
H -5.88974 -0.50833 1.60008 -0.5 0.0 0.8
H -7.57683 -0.94119 -0.18832 -0.2 0.2 0.2
H -6.97405 -0.51691 -2.52390 0.2 0.0 0.2
H -4.74417 0.45867 -3.05740 -0.2 0.0 0.1
F -1.56637 0.34509 0.99396 0.2 -0.6 -0.2
C 3.60269 -4.97178 -5.33693 0.9 -0.4 0.8
As 3.57130 -3.43069 -4.22943 0.6 1.1 1.9
C 4.81722 -3.75975 -2.75154 -0.5 -0.3 -0.7
C 1.85242 -3.19645 -3.33361 -0.3 -0.6 -0.4
S 4.30132 -1.69173 -5.12999 -0.4 -0.1 -0.4
H 3.23989 -5.89455 -4.88647 0.0 0.2 0.2
H 4.67979 -5.03841 -5.54403 -0.4 -0.2 -0.4
H 3.02924 -4.70460 -6.17759 -0.5 0.0 -1.3
H 4.75362 -4.77987 -2.42921 0.0 -0.7 0.2
H 4.46018 -3.13734 -1.95606 0.0 0.5 0.5
H 5.83581 -3.50963 -3.03187 -0.1 0.1 -0.2
H 1.37627 -4.12125 -2.96710 0.3 0.2 -0.4
H 1.20200 -2.65901 -4.01215 -0.2 -0.2 -0.3
H 1.91794 -2.56580 -2.47101 0.6 0.4 0.5
```
Positions in Å, forces in eV/Å.

As for the LUMO energy (spin up / spin down): 0.0040 / 0.0052 Ha. For the HOMO energy (spin up / spin down), the calculation gives -7.04 / -7.03 eV. As for the frontier orbital gap (spin up / spin down): 7.15 / 7.18 eV. The calculation puts the energy above the lowest of the compared OMol25 structures with the same formula, charge and spin at 30.12 kcal/mol. As for the spin multiplicity: 2. For the molar mass, the calculation gives 1073.85 g/mol. As for the total charge: 0. The expectation value of S² is 0.753.

| no. | electronic energy (hartree) |
| --- | --- |
| 1 | -4064.2362 |
| 2 | -6912.3129 |